The following is a quantum chemistry calculation of an isolated molecule of C5H6O2S2 in a non-equilibrium geometry, from the Open Molecules 2025 dataset.

Summary:
Energy above the lowest of the compared OMol25 structures with the same formula, charge and spin, kJ/mol: 246.3
Expectation value of S²: 2.01
M, g/mol: 162.235
Energy, Eh: -1140.74829
Spin multiplicity: 3

Geometry (Å):
C (-1.814, -0.560, -1.177)
C (-0.687, 0.214, -1.159)
C (-0.468, 1.262, -2.205)
C (0.586, -0.847, 0.565)
C (1.032, -0.489, 1.830)
O (-1.293, 1.444, -3.016)
O (0.520, 0.176, -0.365)
S (1.406, -1.719, 3.058)
S (1.272, 1.179, 2.259)
H (-2.430, -0.440, -2.064)
H (0.426, 1.936, -2.100)
H (-1.953, -1.303, -0.346)
H (0.422, -1.828, 0.078)
H (1.918, -0.630, 3.607)
H (1.063, 1.605, 1.036)

***

The following is a quantum chemistry calculation of C5H6O2Tm as an isolated structure in a non-equilibrium geometry, from the Open Molecules 2025 dataset.

Summary:
Energy above the lowest of the compared OMol25 structures with the same formula, charge and spin, kJ/mol: 0.0
Expectation value of S²: 2.00
M, g/mol: 267.035
Energy, Eh: -1429.28841
Charge: +1
Spin multiplicity: 3

Geometry (Å):
C (-1.474, 0.006, -2.448)
C (-0.635, 0.373, -1.574)
C (0.016, 1.346, -0.674)
C (-0.291, 2.771, -1.037)
O (-0.526, 3.644, -0.227)
Tm (-1.263, 4.064, 2.362)
H (-2.233, 0.130, -3.208)
H (1.112, 1.231, -0.763)
H (-0.242, 1.158, 0.377)
H (-0.273, 3.016, -2.119)
C (-0.463, -1.479, -1.921)
O (-0.784, -2.348, -0.924)
H (0.550, -1.690, -2.305)
H (-1.216, -3.129, -1.291)

***

The following is a quantum chemistry calculation of an isolated molecule of C5H6O3 in a non-equilibrium geometry, from the Open Molecules 2025 dataset.

Summary:
Energy above the lowest of the compared OMol25 structures with the same formula, charge and spin, kJ/mol: 294.7
M, g/mol: 114.100
Energy, Eh: -419.72716
Spin multiplicity: 1
Structure (SMILES): CO/C=C/C(=O)C=O

Geometry (Å):
C (2.654, 0.303, 0.069)
C (0.457, -0.146, -0.079)
C (-0.563, -1.007, 0.052)
C (-1.986, -0.691, 0.064)
C (-2.637, 0.801, 0.084)
H (3.503, -0.392, 0.165)
H (2.734, 1.143, -0.726)
H (2.546, 0.841, 1.113)
H (0.515, 0.864, -0.263)
H (-0.445, -2.151, 0.004)
H (-3.610, 0.833, 0.375)
O (1.691, -0.634, -0.372)
O (-2.825, -1.625, -0.207)
O (-2.036, 1.860, -0.279)

***

The following is a quantum chemistry calculation of C5H6O3 as an isolated structure in a non-equilibrium geometry, from the Open Molecules 2025 dataset.

Summary:
Energy above the lowest of the compared OMol25 structures with the same formula, charge and spin, kJ/mol: 534.8
M, g/mol: 114.100
Energy, Eh: -419.63572
Spin multiplicity: 1

Geometry (Å):
C (-0.301, 1.315, 0.518)
C (-1.197, 0.278, -0.223)
C (-0.238, -0.334, -1.448)
C (1.209, -0.727, 0.502)
C (0.287, 0.160, 1.172)
H (-2.324, 0.350, -0.689)
H (-0.900, -0.784, -2.468)
H (-0.131, 0.602, -1.949)
H (1.267, -1.705, 1.098)
H (2.167, -0.164, 0.556)
H (0.615, 0.474, 2.257)
O (-0.186, 2.573, 0.599)
O (0.641, -1.299, -0.777)
O (-0.909, -0.740, 0.852)

***

The following is a quantum chemistry calculation of an isolated molecule of C5H6O3 in a non-equilibrium geometry, from the Open Molecules 2025 dataset.

Summary:
Energy above the lowest of the compared OMol25 structures with the same formula, charge and spin, kJ/mol: 381.9
M, g/mol: 114.100
Energy, Eh: -419.69395
Spin multiplicity: 1

Geometry (Å):
C (1.366, 0.665, 0.007)
C (1.254, -0.811, 0.009)
C (0.194, 1.348, 0.180)
C (0.186, -1.710, 0.078)
C (-1.437, -0.022, -0.065)
O (-1.077, -1.319, 0.344)
O (-2.343, 0.558, 0.775)
O (-1.720, -0.008, -1.392)
H (2.362, 0.969, 0.219)
H (2.342, -1.170, -0.135)
H (-0.197, 2.368, 0.089)
H (0.368, -2.803, 0.220)
H (-3.098, 0.010, 0.868)
H (-1.325, 0.754, -1.840)

***

The following is a quantum chemistry calculation of C5H6O3 as an isolated structure in a non-equilibrium geometry, from the Open Molecules 2025 dataset.

Summary:
Energy above the lowest of the compared OMol25 structures with the same formula, charge and spin, kJ/mol: 221.2
M, g/mol: 114.100
Energy, Eh: -419.75514
Spin multiplicity: 1

Geometry (Å):
C (-1.062, -0.290, -0.069)
C (-0.258, 0.152, 1.129)
C (-0.221, 1.468, 0.368)
C (-0.129, 0.703, -0.897)
C (1.316, -0.853, -0.230)
H (-0.671, 0.175, 2.151)
H (0.601, 2.127, 0.629)
H (-1.111, 2.034, 0.376)
H (-0.659, 1.055, -1.765)
H (0.608, -1.655, -0.449)
H (2.354, -1.151, -0.211)
O (-2.044, -0.937, -0.292)
O (1.115, 0.175, -1.139)
O (1.053, -0.447, 1.114)

***

The following is a quantum chemistry calculation of C5H6O3S2 as an isolated structure in a non-equilibrium geometry, from the Open Molecules 2025 dataset.

Summary:
Energy above the lowest of the compared OMol25 structures with the same formula, charge and spin, kJ/mol: 71.3
M, g/mol: 178.234
Energy, Eh: -1216.13218
Spin multiplicity: 1

Geometry (Å):
C (0.453, 1.522, -0.072)
C (0.138, 0.604, 1.109)
C (0.536, -0.733, 0.583)
C (1.358, -0.530, -0.602)
C (-1.227, -0.009, 0.582)
O (0.222, 2.665, -0.097)
O (1.295, 0.909, -0.927)
O (1.016, -1.176, -1.788)
S (-1.828, 0.244, -1.022)
S (-2.204, -0.830, 1.820)
H (0.354, 1.001, 2.069)
H (0.790, -1.621, 1.114)
H (2.431, -0.870, -0.396)
H (1.783, -1.291, -2.332)
H (-2.107, 1.598, -1.006)
H (-3.010, -1.484, 0.966)

***

The following is a quantum chemistry calculation of an isolated molecule of C5H6O4 in a non-equilibrium geometry, from the Open Molecules 2025 dataset.

Summary:
Energy above the lowest of the compared OMol25 structures with the same formula, charge and spin, kJ/mol: 207.0
M, g/mol: 130.099
Energy, Eh: -495.02588
Spin multiplicity: 1
Structure (SMILES): O=C[C@]1(CO)CC(=O)O1

Geometry (Å):
C (-0.244, -1.168, -0.663)
C (0.141, 0.255, -0.238)
C (-0.608, 0.867, 0.946)
C (0.666, 0.747, 1.701)
C (0.395, 1.096, -1.475)
H (-0.486, -2.897, 0.095)
H (0.683, -1.589, -1.105)
H (-1.048, -1.070, -1.470)
H (-1.193, 1.881, 1.001)
H (-1.248, -0.059, 1.301)
H (0.413, 2.225, -1.407)
O (-0.565, -1.992, 0.410)
O (1.099, 1.021, 2.749)
O (1.348, 0.255, 0.590)
O (0.646, 0.428, -2.435)

***

The following is a quantum chemistry calculation of an isolated molecule of C5H6O4 in a non-equilibrium geometry, from the Open Molecules 2025 dataset.

Summary:
Energy above the lowest of the compared OMol25 structures with the same formula, charge and spin, kJ/mol: 730.4
M, g/mol: 130.099
Energy, Eh: -494.82654
Spin multiplicity: 1

Geometry (Å):
C (-1.774, 0.716, -0.038)
C (-1.697, -0.603, -0.457)
C (0.401, -0.199, 0.095)
C (0.975, 0.222, -1.230)
C (1.369, -0.272, 1.234)
O (-3.129, 0.619, 0.181)
O (-3.084, -0.774, -0.087)
O (-0.736, 1.335, 0.299)
O (-0.548, -1.143, 0.123)
H (1.622, -0.581, -1.585)
H (1.567, 1.123, -1.107)
H (0.199, 0.397, -1.969)
H (0.913, -0.759, 2.090)
H (1.660, 0.738, 1.509)
H (2.263, -0.819, 0.939)

***

The following is a quantum chemistry calculation of C5H6O4Tm as an isolated structure in a non-equilibrium geometry, from the Open Molecules 2025 dataset.

Summary:
Expectation value of S²: 3.76
M, g/mol: 299.033
Energy, Eh: -1579.38352
Charge: +2
Spin multiplicity: 4

Geometry (Å):
C (0.974, -0.655, -0.155)
C (0.019, -1.520, 0.563)
H (2.022, -0.665, 0.165)
H (0.643, -0.809, 1.429)
H (0.403, -2.530, 0.716)
Tm (0.889, -0.781, -2.556)
C (-1.453, -1.457, 0.353)
O (-1.959, -0.077, 0.439)
C (-1.223, 0.916, 0.100)
O (-0.059, 0.840, -0.358)
O (-1.724, 2.069, 0.425)
H (-2.030, -1.973, 1.127)
H (-1.788, -1.855, -0.612)
H (-1.107, 2.789, 0.231)
C (3.512, 3.251, -0.684)
O (2.881, 2.456, -1.182)

***

The following is a quantum chemistry calculation of an isolated molecule of C5H6OP2 in a non-equilibrium geometry, from the Open Molecules 2025 dataset.

Summary:
M, g/mol: 144.050
Energy, Eh: -951.85034
Spin multiplicity: 1
Structure (SMILES): CC#C[PH2]=[PH]=C=C=O

Geometry (Å):
C (-1.558, -0.666, 0.174)
C (-1.112, 0.458, 0.056)
C (3.098, -0.759, -0.372)
C (2.743, 0.431, -0.262)
C (-2.050, -1.963, 0.339)
O (3.716, -1.738, -0.311)
P (1.652, 1.338, 0.669)
P (-0.218, 1.877, -0.461)
H (-2.923, -1.891, 0.942)
H (-1.212, -2.659, 0.462)
H (-2.551, -2.320, -0.614)
H (2.189, 2.696, 0.293)
H (-0.588, 2.892, 0.617)
H (-1.186, 2.305, -1.532)

***

The following is a quantum chemistry calculation of an isolated molecule of C5H6OS in a non-equilibrium geometry, from the Open Molecules 2025 dataset.

Summary:
Energy above the lowest of the compared OMol25 structures with the same formula, charge and spin, kJ/mol: 278.5
M, g/mol: 114.169
Energy, Eh: -667.43205
Spin multiplicity: 1
Structure (SMILES): C#CC(=O)CCS

Geometry (Å):
C (-3.010, -0.945, -1.048)
C (-2.040, -0.887, -0.340)
C (0.094, 0.140, 0.567)
C (1.693, 0.035, 0.613)
C (-0.899, -0.961, 0.529)
O (-0.782, -2.066, 1.019)
S (2.353, -0.905, -0.850)
H (-3.758, -0.876, -1.688)
H (-0.059, 0.815, -0.262)
H (0.064, 0.615, 1.576)
H (1.910, -0.559, 1.541)
H (2.104, 1.005, 0.622)
H (1.846, -2.070, -0.444)

***

The following is a quantum chemistry calculation of an isolated molecule of C5H6OS in a non-equilibrium geometry, from the Open Molecules 2025 dataset.

Summary:
Energy above the lowest of the compared OMol25 structures with the same formula, charge and spin, kJ/mol: 435.2
M, g/mol: 114.169
Energy, Eh: -667.37238
Spin multiplicity: 1
Structure (SMILES): C1=COC=CSC1

Geometry (Å):
C (1.310, 1.002, 0.239)
C (0.322, -1.889, -0.079)
C (-0.982, -1.497, 0.108)
C (-1.262, 0.828, -0.483)
C (-0.011, 1.369, -0.167)
H (1.983, 1.912, -0.362)
H (1.852, 1.034, 1.421)
H (0.582, -2.865, 0.594)
H (-1.537, -2.480, 0.344)
H (-2.119, 1.437, -0.506)
H (-0.217, 2.454, -0.118)
O (-1.616, -0.537, -0.421)
S (1.696, -0.770, -0.571)

***

The following is a quantum chemistry calculation of an isolated molecule of C5H6OS in a non-equilibrium geometry, from the Open Molecules 2025 dataset.

Summary:
Energy above the lowest of the compared OMol25 structures with the same formula, charge and spin, kJ/mol: 186.2
M, g/mol: 114.169
Energy, Eh: -667.46720
Spin multiplicity: 1
Structure (SMILES): C1=COC=CSC1

Geometry (Å):
C (-1.160, -0.627, 0.808)
C (0.464, 1.663, 0.636)
C (1.291, 1.193, -0.239)
C (0.298, -0.853, -1.201)
C (-0.762, -1.224, -0.496)
H (-2.112, -1.016, 1.000)
H (-0.485, -0.968, 1.597)
H (0.928, 2.497, 1.231)
H (2.228, 1.739, -0.324)
H (0.540, -1.493, -2.015)
H (-1.101, -2.273, -0.678)
O (1.146, 0.236, -1.238)
S (-1.275, 1.126, 0.919)

***

The following is a quantum chemistry calculation of an isolated molecule of C5H6OS in a non-equilibrium geometry, from the Open Molecules 2025 dataset.

Summary:
Energy above the lowest of the compared OMol25 structures with the same formula, charge and spin, kJ/mol: 304.1
M, g/mol: 114.169
Energy, Eh: -667.42229
Spin multiplicity: 1
Structure (SMILES): C#CC(=O)CCS

Geometry (Å):
C (1.247, 1.022, -2.408)
C (0.856, 0.067, -1.780)
C (-0.085, -0.918, 0.493)
C (-0.344, 0.361, 1.395)
C (0.551, -1.087, -0.999)
O (0.554, -2.219, -1.368)
S (-1.786, 1.335, 0.828)
H (1.322, 1.662, -3.296)
H (-0.944, -1.514, 0.630)
H (0.746, -1.438, 0.992)
H (0.518, 0.997, 1.060)
H (-0.395, 0.173, 2.418)
H (-2.241, 1.559, 2.035)

***

The following is a quantum chemistry calculation of an isolated molecule of C5H6OS in a non-equilibrium geometry, from the Open Molecules 2025 dataset.

Summary:
Energy above the lowest of the compared OMol25 structures with the same formula, charge and spin, kJ/mol: 357.3
M, g/mol: 114.169
Energy, Eh: -667.40203
Spin multiplicity: 1

Geometry (Å):
C (0.141, -1.857, 0.003)
C (1.747, 0.477, 0.023)
C (-0.978, -0.929, 0.175)
C (0.494, 1.212, 0.161)
C (-0.716, 0.466, -0.423)
O (0.347, -3.021, -0.024)
S (3.288, 0.809, -0.004)
H (-1.884, -1.332, -0.293)
H (-1.149, -0.851, 1.252)
H (0.331, 1.402, 1.230)
H (0.555, 2.186, -0.337)
H (-0.574, 0.360, -1.500)
H (-1.605, 1.078, -0.263)

***

The following is a quantum chemistry calculation of a 3-piece molecular cluster, C5H6OS overall in a non-equilibrium geometry, from the Open Molecules 2025 dataset.

Summary:
Energy above the lowest of the compared OMol25 structures with the same formula, charge and spin, kJ/mol: 608.4
M, g/mol: 114.169
Energy, Eh: -667.30641
Spin multiplicity: 1

Geometry (Å):
C (-1.817, -1.007, 0.343)
C (-0.402, -0.866, -0.348)
C (0.721, -1.843, 0.057)
C (1.743, -0.998, 0.387)
C (0.056, 0.444, -0.010)
H (-2.514, -1.771, -0.439)
H (-1.523, -1.994, 1.579)
H (-2.060, 0.412, 0.599)
H (-0.653, -0.594, -1.471)
H (0.810, -2.999, 0.131)
H (2.881, -1.125, 0.543)
O (1.277, 0.272, 0.611)
S (-0.560, 1.970, -0.525)